Entry 1:
70
Properties=species:S:1:pos:R:3:forces:R:3:lowdin_charge:R:1 method="wB97M-V/def2-TZVPD" energy_ha=-2843.22170 total_charge=0 lumo_ha=0.020 e_homo_ev=-7.657
C -2.602799 -4.783086 -3.429424 0.484 0.061 -0.542 -0.2612
S -1.468839 -3.440256 -2.935764 1.969 0.134 0.493 0.8333
O 0.012841 -3.684296 -3.376164 -3.226 0.253 0.052 -0.5804
C -2.181909 -2.063806 -3.916304 0.655 -0.798 -0.357 -0.2536
H -2.769049 -4.809536 -4.506344 0.190 -0.005 -0.064 0.0457
H -3.568559 -4.669096 -2.937054 0.197 0.228 0.245 0.0531
H -2.128539 -5.708726 -3.103314 -0.053 0.080 0.034 0.0496
H -3.064999 -1.661926 -3.419574 0.128 -0.076 0.045 0.0501
H -2.406249 -2.410706 -4.924984 -0.100 0.064 -0.012 0.0494
H -1.365109 -1.344926 -3.980684 -0.186 0.145 0.168 0.0214
C -0.527599 5.613804 4.414326 -0.090 -1.164 0.290 -0.2617
S 0.157761 3.972244 3.934176 1.666 1.346 1.004 0.8239
O 1.417111 3.843834 4.795296 -1.428 -0.151 -1.092 -0.5897
C 0.698521 4.538324 2.290876 -0.192 -0.999 -0.427 -0.2626
H 0.237181 6.359614 4.197526 -0.279 0.046 0.027 0.0559
H -0.727779 5.514174 5.481146 0.196 0.196 0.020 0.0432
H -1.492789 5.739374 3.923686 0.192 0.290 -0.263 0.0472
H -0.009089 5.252864 1.870386 0.128 0.062 0.115 0.0511
H 0.669651 3.640194 1.673916 -0.007 0.004 -0.219 0.0159
H 1.733611 4.879524 2.273916 -0.170 0.288 0.467 0.0624
C -3.452729 -3.342226 3.210176 0.108 -0.660 -0.053 -0.2792
S -2.649439 -3.065556 1.653336 -0.715 0.277 -1.877 0.8210
O -3.049639 -4.225196 0.735736 0.206 1.730 1.191 -0.5805
C -3.586789 -1.491916 1.200206 -0.376 -0.530 -0.238 -0.2348
H -4.448469 -3.758786 3.058266 -0.072 0.253 -0.097 0.0620
H -3.441269 -2.445676 3.830006 0.126 -0.111 0.063 0.0353
H -2.817989 -4.147286 3.580416 -0.177 0.100 0.644 0.0441
H -4.665679 -1.638946 1.150486 -0.067 -0.586 0.083 0.0496
H -3.306419 -1.136376 0.208706 0.440 -0.185 0.089 0.0305
H -3.458279 -0.696076 1.933846 0.565 -0.245 0.131 0.0182
C 6.644851 1.357424 -0.320534 -1.566 0.273 0.940 -0.2235
S 5.144031 2.244044 0.375346 -0.860 -0.305 0.336 0.8652
O 4.032151 2.220054 -0.661024 1.512 -0.077 0.643 -0.5905
C 4.600741 0.929204 1.612956 0.560 0.235 -0.745 -0.2342
H 6.239831 0.345944 -0.289464 0.716 -0.197 -0.817 0.0388
H 7.495401 1.473644 0.351146 -0.183 0.026 0.110 0.0482
H 6.859071 1.828734 -1.279744 -0.231 -0.429 -0.024 0.0508
H 5.429721 0.607804 2.243506 0.089 0.122 -0.077 0.0481
H 4.241291 0.094764 1.010776 0.082 -0.030 -0.099 0.0510
H 3.779681 1.261994 2.247946 0.160 0.470 -0.216 0.0385
N 1.511041 1.254634 -0.982024 -1.893 -0.711 -0.714 0.0247
C 0.537571 0.973734 -1.891784 -1.236 -0.771 0.017 -0.1138
C -0.615479 0.549594 -1.207244 0.691 0.363 -2.105 -0.1275
C -0.351669 0.596904 0.138836 1.875 0.366 1.591 -0.1145
C 0.986681 1.030564 0.262656 0.276 -0.143 -0.003 -0.1337
H 2.474351 1.426464 -1.232214 0.086 0.290 0.503 0.0872
H 0.669991 0.962724 -2.963584 0.336 0.237 0.117 0.0954
H -1.517019 0.184744 -1.676834 -0.002 0.181 -0.025 0.0787
H -1.015649 0.281334 0.930016 0.136 0.143 0.023 0.0591
H 1.730071 1.133274 1.039326 -0.631 -0.036 0.549 0.0829
N -0.942209 -0.879236 4.901606 -0.377 -0.359 1.210 0.0094
C -1.387149 -0.036006 3.937116 -2.552 0.537 1.628 -0.1108
C -2.678829 0.378824 4.411116 1.725 0.346 -2.346 -0.1209
C -2.939119 -0.238836 5.629356 -1.521 0.216 0.267 -0.1582
C -1.894469 -1.001396 5.955666 3.239 -1.002 -0.946 -0.1222
H -0.025549 -1.303106 4.888486 -0.268 0.029 0.154 0.1449
H -0.793319 0.219934 3.072096 -0.167 -0.017 0.124 0.0898
H -3.342469 1.055124 3.892856 0.075 -0.016 -0.025 0.0882
H -3.869679 -0.208586 6.176666 0.118 0.264 0.069 0.1031
H -1.615969 -1.583066 6.821976 -0.282 -0.017 -0.116 0.1061
N 2.218661 -0.555976 -7.560744 -0.261 0.386 1.514 0.0054
C 2.271011 -1.454196 -6.511774 -0.507 -1.214 -0.569 -0.1297
C 1.261341 -1.178706 -5.605274 1.133 -0.987 -0.001 -0.1143
C 0.668871 -0.005736 -6.025144 -0.153 1.781 -1.250 -0.1392
C 1.303811 0.401734 -7.193744 -1.299 -0.416 -0.561 -0.1467
H 2.540891 -0.713186 -8.504964 0.273 0.173 0.458 0.1461
H 2.898731 -2.330996 -6.571524 0.020 0.116 0.016 0.1025
H 0.935121 -1.813466 -4.794674 0.387 0.012 0.178 0.0701
H -0.171519 0.528664 -5.607354 0.090 -0.042 0.159 0.0872
H 0.948541 1.131084 -7.906644 0.296 0.159 0.109 0.0988

Entry 2:
72
Properties=species:S:1:pos:R:3:forces:R:3:lowdin_charge:R:1 method="wB97M-V/def2-TZVPD" energy_ha=-1681.31208 total_charge=+1 lumo_ha=-0.139 e_homo_ev=-12.343
C 1.102050 5.842577 1.599357 -0.054 -0.166 -0.652 -0.1034
C 0.385593 5.637382 0.255218 0.541 -0.930 0.499 -0.2267
C 0.914293 4.356536 -0.404645 -1.105 0.308 0.563 -0.1777
N 0.365348 3.174753 0.339493 0.617 -0.648 -0.617 0.0595
C 1.265500 2.157216 0.553545 -0.145 0.052 -0.023 -0.2865
C 2.429751 2.348746 1.323366 -0.586 1.930 0.008 0.0909
C 3.277028 1.361666 1.578890 0.582 -1.421 0.007 -0.0904
C 4.512190 1.600214 2.412755 -0.256 0.973 -0.081 -0.1482
O 4.499840 0.915993 3.630503 0.542 -0.737 0.028 -0.1245
O 3.840517 1.767277 4.565142 -0.465 0.399 0.028 0.0091
C 2.956778 0.080884 1.032897 0.536 0.774 0.819 -0.1061
C 3.854573 -1.072110 1.314423 0.451 -0.878 -0.672 -0.0799
C 4.833152 -1.424617 0.152316 0.138 0.640 0.570 -0.1373
C 5.522606 -0.228432 -0.542110 -0.085 -0.678 -0.531 -0.1831
C 5.279337 -0.266736 -2.041851 -0.022 0.745 -0.365 -0.2785
N 3.902967 0.138655 -2.370180 -0.136 -0.117 0.358 0.0098
N 1.864312 0.011322 0.305450 0.324 -1.628 -0.271 -0.0256
C 1.473348 -1.297452 -0.277490 -0.870 -0.080 -0.147 -0.0665
C 0.568356 -2.095684 0.657113 -0.445 -0.474 -0.420 -0.2096
O 1.240254 -3.180717 1.283516 0.165 0.607 0.324 -0.0498
N 1.004120 0.980595 0.033023 -0.120 0.112 0.037 0.2121
H 0.886908 6.826286 2.003305 0.150 0.012 0.198 0.0753
H 2.174099 5.700940 1.445759 0.135 0.409 0.141 0.0643
H 0.791970 5.071783 2.302772 -0.151 0.073 0.136 0.0689
H -0.658728 5.433778 0.483377 -0.266 0.422 -0.346 0.1076
H 0.504188 6.474302 -0.427399 -0.094 0.141 0.070 0.1103
H 0.547376 4.272521 -1.425866 0.269 0.040 -0.176 0.1207
H 2.000857 4.325750 -0.381293 0.098 -0.025 -0.146 0.1111
H -0.398255 2.745760 -0.174178 -0.239 0.359 0.062 0.1354
H 2.622382 3.336221 1.722203 -0.093 0.079 0.042 0.1296
H 4.566750 2.671262 2.622883 0.045 -0.006 -0.009 0.1388
H 5.411371 1.366081 1.848786 0.141 -0.435 0.203 0.1350
H 4.098032 1.370627 5.409177 0.126 -0.105 -0.080 0.1180
H 4.455480 -0.864220 2.190878 -0.124 0.289 0.137 0.1137
H 3.313853 -1.987260 1.550007 -0.330 0.114 0.006 0.1180
H 4.335809 -2.050587 -0.583456 0.006 0.014 -0.085 0.0997
H 5.617501 -2.015788 0.617742 -0.095 -0.313 -0.039 0.1184
H 6.599173 -0.282671 -0.394107 0.058 0.011 0.164 0.1168
H 5.210684 0.749537 -0.172944 -0.114 0.022 0.076 0.0900
H 6.002898 0.394770 -2.528601 0.088 -0.052 -0.012 0.1111
H 5.437273 -1.268429 -2.439451 0.110 -0.099 0.080 0.1142
H 3.624707 0.919497 -1.784391 0.117 0.108 -0.100 0.0510
H 3.852544 0.474544 -3.323521 -0.093 -0.147 -0.058 0.0740
H 2.332571 -1.854408 -0.624726 0.214 0.034 0.251 0.1142
H 0.879626 -1.085000 -1.160098 0.105 0.419 -0.073 0.1299
H 0.062727 -1.430623 1.360326 0.190 0.053 0.159 0.1317
H -0.229219 -2.517525 0.040459 -0.023 0.044 -0.085 0.1101
H 0.860798 -3.275312 2.163161 0.105 -0.245 -0.014 0.0994
C -5.125083 -2.394005 -3.422929 -0.328 0.068 -0.080 -0.0258
O -3.761364 -2.185379 -3.034131 0.056 0.053 0.028 0.0037
C -3.026437 -3.292128 -3.004409 -0.104 0.096 -0.028 -0.6245
O -3.399408 -4.403254 -3.262850 0.048 -0.048 0.019 0.1369
O -1.783865 -2.955047 -2.631176 0.138 0.089 0.076 -0.0143
C -0.880505 -4.057375 -2.555341 0.191 -0.155 0.070 -0.0465
H -5.612875 -1.424221 -3.405657 0.168 0.070 0.084 0.0953
H -5.177983 -2.799584 -4.431324 0.050 -0.119 0.054 0.0996
H -5.628932 -3.053576 -2.719785 0.053 -0.078 -0.046 0.0970
H -0.765330 -4.538656 -3.524439 -0.110 -0.049 0.019 0.1021
H -1.215984 -4.780736 -1.813581 -0.068 -0.061 -0.097 0.1018
H 0.083061 -3.657830 -2.245380 -0.061 0.146 -0.024 0.0786
C -8.714333 0.892316 0.623766 -0.112 0.229 -0.053 -0.0380
O -8.320941 -0.174283 1.489795 0.017 0.012 0.033 0.0076
C -7.805858 -1.228975 0.862015 -0.052 -0.004 0.098 -0.6256
O -7.653316 -1.339741 -0.326615 0.058 0.002 -0.067 0.1166
O -7.487589 -2.143074 1.778141 0.027 0.004 0.034 0.0065
C -6.923182 -3.340248 1.241552 0.082 -0.233 0.018 -0.0395
H -9.113047 1.679556 1.256981 0.031 -0.105 0.130 0.0941
H -7.857288 1.276521 0.073267 -0.016 -0.091 -0.077 0.0957
H -9.489398 0.562078 -0.065085 0.087 -0.044 -0.067 0.0991
H -5.994144 -3.125210 0.715297 -0.068 0.028 -0.095 0.0918
H -7.628991 -3.834156 0.576400 0.041 0.070 -0.085 0.0995
H -6.712496 -3.992903 2.083946 -0.067 0.120 0.095 0.0935